(1)
# C31H28FIN3O16

A 5-piece molecular cluster, C31H28FIN3O16 overall (ωB97M-V/def2-TZVPD, OMol25).

The geometry in ORCA input format:
```
! wB97M-V def2-TZVPD RIJCOSX def2/J DEFGRID3
* xyz 1 1
N 3.834 0.601 6.809
C 3.449 1.844 7.386
N 2.165 2.338 6.814
C 1.154 2.876 7.580
C 0.134 3.225 6.779
C -1.200 3.803 7.089
C -2.229 2.751 7.554
C -3.035 2.223 6.384
F -3.853 1.181 6.799
N 0.565 2.881 5.515
C 1.787 2.355 5.540
I 2.774 1.790 3.853
H 3.585 -0.195 7.378
H 4.814 0.559 6.574
H 3.250 1.789 8.460
H 4.198 2.616 7.209
H 1.243 2.967 8.651
H -1.058 4.568 7.854
H -1.578 4.318 6.199
H -1.699 1.903 8.001
H -2.887 3.164 8.317
H -3.676 2.996 5.951
H -2.373 1.822 5.605
H 0.035 3.022 4.666
C 1.195 -0.443 0.989
C 1.825 -1.625 0.934
C 1.074 -2.927 0.739
O 1.760 -3.929 0.673
C -0.367 -2.894 0.638
C -0.997 -1.711 0.712
C -0.245 -0.410 0.891
O -0.909 0.610 0.952
O -2.307 -1.567 0.636
O 3.132 -1.774 1.029
H 1.716 0.496 1.105
H -0.894 -3.829 0.505
H -2.495 -0.610 0.697
H 3.306 -2.733 0.929
C 0.429 -7.556 -4.450
C 0.491 -8.057 -3.207
C 0.910 -7.221 -2.014
O 0.910 -7.782 -0.934
C 1.274 -5.837 -2.228
C 1.212 -5.340 -3.470
C 0.777 -6.169 -4.659
O 0.751 -5.594 -5.732
O 1.515 -4.090 -3.786
O 0.195 -9.306 -2.896
H 0.128 -8.146 -5.304
H 1.582 -5.244 -1.378
H 1.376 -4.018 -4.752
H 0.323 -9.386 -1.929
C -3.081 4.694 -3.291
C -3.798 4.540 -2.168
C -3.347 3.641 -1.037
O -4.075 3.595 -0.059
C -2.109 2.917 -1.178
C -1.387 3.060 -2.302
C -1.837 3.969 -3.434
O -1.113 4.037 -4.410
O -0.251 2.422 -2.501
O -4.948 5.148 -1.934
H -3.397 5.335 -4.102
H -1.796 2.271 -0.370
H 0.113 2.641 -3.385
H -5.239 4.852 -1.049
C 1.257 -0.812 -7.282
C 1.631 -0.225 -6.137
C 1.044 1.091 -5.679
O 1.443 1.516 -4.602
C 0.071 1.754 -6.501
C -0.312 1.170 -7.648
C 0.258 -0.159 -8.106
O -0.169 -0.597 -9.155
O -1.200 1.676 -8.478
O 2.524 -0.729 -5.299
H 1.666 -1.753 -7.619
H -0.322 2.701 -6.159
H -1.281 1.042 -9.219
H 2.588 -0.097 -4.557
*
```

Values from the calculation:
Frontier orbital gap (eV): 7.313
M (g mol⁻¹): 844.47
LUMO (eV): -3.533
E (eV): -80641.89859


(2)
# C4H16N3S

C4H16N3S as an isolated structure in a non-equilibrium geometry (ωB97M-V/def2-TZVPD, OMol25).

The geometry in ORCA input format:
```
! wB97M-V def2-TZVPD RIJCOSX def2/J DEFGRID3
* xyz 1 1
C 1.575 -0.020 0.308
C 3.155 0.007 0.290
S 3.770 -1.521 -0.504
N 1.011 1.305 0.613
H 1.180 -0.785 0.952
H 1.154 -0.317 -0.640
H 3.590 0.056 1.321
H 3.528 0.927 -0.294
H 3.100 -1.371 -1.658
H -0.163 1.465 0.362
H 1.518 1.969 0.047
H 1.187 1.517 1.624
N -2.720 -1.988 -0.409
C -1.786 -0.851 -0.642
C -2.164 0.296 0.314
N -1.452 1.563 -0.040
H -2.527 -2.399 0.505
H -2.539 -2.743 -1.085
H -1.901 -0.550 -1.658
H -0.772 -1.117 -0.474
H -3.232 0.478 0.264
H -1.971 -0.025 1.347
H -1.683 1.725 -0.992
H -1.859 2.381 0.449
*
```

Values from the calculation:
Frontier orbital gap (eV): 9.456
M (g mol⁻¹): 138.26
LUMO (eV): -3.047
E (eV): -19706.51351


(3)
# C41H43FN2O2PS3Ti

C41H43FN2O2PS3Ti as an isolated structure in a non-equilibrium geometry (ωB97M-V/def2-TZVPD, OMol25).

The geometry in ORCA input format:
```
! wB97M-V def2-TZVPD RIJCOSX def2/J DEFGRID3
* xyz -1 1
Ti -0.201 0.098 -0.979
C -1.656 -3.068 1.481
C -0.876 -2.713 2.705
C -0.691 -3.685 3.681
C -0.105 -3.389 4.899
C 0.286 -2.087 5.160
C 0.154 -1.119 4.181
C -0.395 -1.415 2.934
P -0.507 -0.180 1.561
C 0.169 1.472 2.360
C -0.741 2.065 3.368
C -0.292 2.674 4.501
C 1.056 2.671 4.860
C 1.914 1.879 4.094
C 1.523 1.227 2.954
C 2.435 0.165 2.395
C -2.317 -0.032 1.624
C -2.990 -0.018 2.848
C -4.369 0.045 2.887
C -5.083 0.069 1.698
C -4.417 0.015 0.487
C -3.021 -0.045 0.412
C -2.329 -0.184 -0.903
H -2.722 -2.957 1.693
H -1.471 -4.100 1.189
H -1.408 -2.412 0.646
H -1.014 -4.698 3.483
H 0.030 -4.160 5.646
H 0.703 -1.824 6.124
H 0.472 -0.111 4.395
H -1.796 2.085 3.136
H -1.013 3.156 5.149
H 1.405 3.199 5.734
H 2.927 1.713 4.444
H 3.438 0.548 2.205
H 2.043 -0.253 1.466
H 2.527 -0.656 3.112
H -2.423 -0.069 3.768
H -4.887 0.059 3.837
H -6.164 0.106 1.723
H -4.993 -0.006 -0.429
H -2.803 0.521 -1.607
H -2.588 -1.187 -1.278
C 2.445 -1.883 -3.224
C 2.888 -0.803 -2.311
N 2.150 -0.037 -1.559
C 2.896 0.834 -0.812
C 4.263 0.729 -0.992
S 4.624 -0.506 -2.152
C 2.212 1.788 0.003
C 2.708 2.810 0.738
S 1.462 3.800 1.457
C 0.221 2.439 1.071
N 0.787 1.758 -0.081
C -1.119 3.092 0.786
H 1.419 -1.718 -3.545
H 2.479 -2.846 -2.708
H 3.113 -1.935 -4.085
H 5.050 1.269 -0.513
H 3.740 3.036 0.920
H -1.403 3.710 1.635
H -1.890 2.336 0.618
H -1.054 3.730 -0.095
F 0.747 -6.070 -1.364
C 0.532 -4.717 -1.310
C -0.384 -4.139 -2.165
C -0.611 -2.773 -2.076
C 0.063 -1.938 -1.170
C 0.997 -2.590 -0.350
C 1.237 -3.956 -0.398
H -0.910 -4.753 -2.881
H -1.334 -2.353 -2.767
H 1.566 -2.017 0.379
H 1.949 -4.430 0.264
O -0.730 -1.056 -4.510
S -0.376 0.194 -3.821
C -1.541 1.419 -4.567
C -0.977 1.723 -5.938
C 0.515 1.980 -5.733
C 1.030 0.846 -4.864
H -1.562 2.281 -3.905
H -2.512 0.933 -4.593
H -1.480 2.576 -6.402
H -1.107 0.847 -6.577
H 0.657 2.941 -5.234
H 1.043 2.019 -6.690
H 1.838 1.134 -4.199
H 1.331 -0.013 -5.456
C 1.264 3.032 -2.194
C 0.366 2.093 -1.414
O -0.862 1.931 -1.713
H 1.491 3.913 -1.584
H 0.750 3.361 -3.094
H 2.216 2.574 -2.467
*
```

Values from the calculation:
Frontier orbital gap (alpha / beta) (eV): 4.368 / 4.367
M (g mol⁻¹): 789.85
LUMO (alpha / beta) (eV): 2.058 / 2.057
E (eV): -117915.58190


(4)
# C25H20ClF3GdO2P

C25H20ClF3GdO2P as an isolated structure in a non-equilibrium geometry (ωB97M-V/def2-TZVPD, OMol25).

The geometry in ORCA input format:
```
! wB97M-V def2-TZVPD RIJCOSX def2/J DEFGRID3
* xyz 0 8
C -0.975 -1.752 3.421
C -0.821 -2.384 2.151
C 0.581 -2.564 1.898
H -1.638 -2.606 1.455
C 1.305 -2.069 3.026
C 0.345 -1.559 3.969
H 0.586 -1.024 4.907
H -1.922 -1.331 3.826
H 1.033 -2.997 0.999
H 2.401 -1.971 3.112
Gd 0.211 0.068 2.150
Cl 2.467 1.185 2.083
P 0.213 -0.009 -0.671
C 1.483 -1.091 -1.278
C 1.127 -1.801 -2.434
H 0.096 -1.744 -2.811
C 2.129 -2.528 -3.057
H 1.867 -3.067 -3.957
C 3.427 -2.541 -2.527
H 4.197 -3.120 -3.038
C 3.749 -1.826 -1.364
H 4.761 -1.834 -0.965
C 2.773 -1.090 -0.708
H 2.984 -0.507 0.199
C -1.440 -0.490 -1.149
C -1.864 -1.831 -1.015
H -1.202 -2.592 -0.579
C -3.137 -2.156 -1.469
H -3.474 -3.191 -1.403
C -3.964 -1.163 -2.020
H -4.957 -1.424 -2.387
C -3.534 0.170 -2.105
H -4.163 0.949 -2.529
C -2.273 0.527 -1.648
H -1.893 1.557 -1.694
C 0.537 1.709 -1.105
C 1.068 1.793 -2.399
H 1.299 0.860 -2.940
C 1.258 3.058 -2.926
H 1.652 3.116 -3.930
C 0.945 4.191 -2.161
H 1.107 5.173 -2.603
C 0.440 4.081 -0.859
H 0.201 4.967 -0.272
C 0.217 2.825 -0.299
H -0.171 2.713 0.724
F -1.278 3.221 5.108
C -0.916 2.265 4.250
F 0.371 2.556 3.837
F -0.778 1.094 4.963
C -1.920 2.116 3.048
O -2.881 2.867 3.003
O -1.632 1.203 2.176
*
```

Values from the calculation:
Frontier orbital gap (alpha / beta) (eV): 8.749 / 8.714
M (g mol⁻¹): 633.10
LUMO (alpha / beta) (eV): 0.189 / 0.212
E (eV): -81142.30139


(5)
# C6H14O

A 2-piece molecular cluster, C6H14O overall (ωB97M-V/def2-TZVPD, OMol25).

The geometry in ORCA input format:
```
! wB97M-V def2-TZVPD RIJCOSX def2/J DEFGRID3
* xyz 0 1
C 2.747 0.506 0.053
C 1.495 -0.304 0.330
O 1.554 -1.489 0.585
C 0.195 0.476 0.395
C -1.097 -0.347 0.358
C -1.535 -0.741 -1.057
C -2.215 0.437 1.047
H 3.141 0.799 1.031
H 2.558 1.417 -0.525
H 3.503 -0.103 -0.450
H 0.277 0.977 1.373
H 0.177 1.288 -0.348
H -0.901 -1.267 0.922
H -2.494 -1.272 -1.021
H -0.816 -1.400 -1.551
H -1.675 0.145 -1.691
H -3.142 -0.146 1.080
H -2.427 1.370 0.508
H -1.940 0.699 2.075
H 1.302 -0.522 -2.032
H 1.363 -1.160 -1.660
*
```

Values from the calculation:
Frontier orbital gap (eV): 10.614
M (g mol⁻¹): 102.18
SMILES: CC(=O)CC(C)C.[H][H]
LUMO (eV): 1.035
E (eV): -8495.64004


(6)
# C4H35N3O12

A 13-piece molecular cluster, C4H35N3O12 overall in a non-equilibrium geometry (ωB97M-V/def2-TZVPD, OMol25).

The geometry in ORCA input format:
```
! wB97M-V def2-TZVPD RIJCOSX def2/J DEFGRID3
* xyz 0 1
C -1.083 -0.025 0.259
C 0.158 -0.902 0.437
C 0.567 -1.117 1.930
N 3.156 -0.354 1.003
C 2.571 0.314 1.913
N 1.257 0.111 2.326
N -2.186 -0.370 1.154
H -0.868 1.034 0.378
H -1.469 -0.270 -0.728
H 1.016 -0.416 0.019
H 0.063 -1.898 -0.051
H -0.284 -1.288 2.651
H 1.215 -2.005 2.139
H 2.919 -1.122 0.400
H 3.090 1.210 2.248
H 0.896 0.626 3.115
H -2.054 -1.152 1.821
H -2.297 0.233 1.990
H 0.180 -2.400 -2.423
H 1.499 -3.106 -1.991
O 0.557 -3.253 -2.131
H -1.861 -1.160 -2.173
H -1.749 -2.495 -3.008
O -1.433 -1.592 -2.916
H 1.079 1.185 -2.237
H 2.594 1.077 -2.816
O 2.024 1.114 -2.042
H -4.618 -0.772 -0.626
H -3.270 -1.273 -0.560
O -4.050 -1.369 -1.136
H -1.219 -3.803 -1.484
H -2.500 -4.125 -0.693
O -1.929 -3.397 -0.972
H -2.031 0.053 -3.359
H -2.658 1.532 -2.912
O -2.199 0.988 -3.555
H 0.449 3.599 3.467
H 1.343 2.719 2.447
O 0.923 2.778 3.320
H -1.151 1.799 3.413
H -1.116 0.852 4.605
O -1.517 0.955 3.734
H 2.283 -0.704 -1.632
H 3.520 -1.624 -2.213
O 2.600 -1.566 -1.949
H 3.321 1.885 -0.915
H 4.031 1.203 0.270
O 3.832 2.091 -0.101
H 2.754 3.169 0.447
H 2.445 4.394 1.419
O 2.046 3.713 0.873
H -4.217 1.584 -1.371
H -3.354 1.049 -0.160
O -4.223 1.390 -0.429
*
```

Values from the calculation:
Frontier orbital gap (eV): 9.346
M (g mol⁻¹): 317.33
LUMO (eV): 0.103
E (eV): -33755.88488


(7)
# H20K4O14P

H20K4O14P as an isolated structure in a non-equilibrium geometry (ωB97M-V/def2-TZVPD, OMol25).

The geometry in ORCA input format:
```
! wB97M-V def2-TZVPD RIJCOSX def2/J DEFGRID3
* xyz 1 1
K -0.371 0.644 3.278
K 0.948 -2.888 -1.406
K -3.550 0.131 -0.627
K 1.666 2.428 -1.115
P -0.105 0.177 0.029
O -0.958 -0.708 0.946
O 1.293 -0.531 -0.135
O 0.018 1.593 0.673
O -0.717 0.304 -1.364
O -2.784 2.371 1.150
H -2.527 3.258 0.867
H -1.963 1.854 1.084
O 2.703 -1.918 1.866
H 2.164 -2.058 2.651
H 2.116 -1.462 1.208
O -0.699 -3.574 0.898
H -0.685 -3.598 1.859
H -0.762 -2.625 0.683
O 2.900 1.491 1.271
H 2.313 0.803 0.904
H 2.478 1.763 2.087
O 0.330 3.730 2.281
H 1.033 3.362 2.825
H 0.068 3.007 1.668
O -1.402 -1.729 -2.981
H -1.526 -1.358 -3.863
H -1.172 -0.957 -2.408
O 1.694 -0.016 -2.680
H 1.379 -0.148 -1.756
H 0.898 0.184 -3.184
O -2.192 2.022 -2.590
H -1.578 1.495 -2.008
H -1.996 1.728 -3.485
O -3.265 -1.858 1.703
H -3.458 -1.286 2.454
H -2.368 -1.599 1.421
O 3.632 -1.599 -1.273
H 2.996 -1.090 -0.747
H 3.450 -1.342 -2.187
*
```

Values from the calculation:
Frontier orbital gap (eV): 9.757
M (g mol⁻¹): 431.51
LUMO (eV): -3.356
E (eV): -103585.07069


(8)
# C23H32ClF12N4O8

A 5-piece molecular cluster, C23H32ClF12N4O8 overall in a non-equilibrium geometry (ωB97M-V/def2-TZVPD, OMol25).

The geometry in ORCA input format:
```
! wB97M-V def2-TZVPD RIJCOSX def2/J DEFGRID3
* xyz 1 1
N 4.927 -0.499 -0.116
C 4.977 0.739 0.628
N 6.280 1.383 0.543
N 4.695 0.438 2.041
C 3.827 1.726 0.175
C 2.505 1.053 0.314
C 1.800 1.209 1.488
C 0.616 0.580 1.629
N 0.130 -0.171 0.655
C 0.774 -0.351 -0.494
C 1.959 0.271 -0.687
Cl 2.692 0.051 -2.226
H 5.278 -1.276 0.424
H 5.375 -0.439 -1.021
H 6.657 1.199 -0.378
H 6.192 2.380 0.701
H 5.590 0.310 2.502
H 4.190 -0.440 2.099
H 3.998 2.077 -0.843
H 3.866 2.589 0.834
H 2.190 1.817 2.285
H 0.039 0.709 2.534
H -0.764 -0.645 0.753
H 0.361 -0.980 -1.266
C -3.758 4.221 -0.576
C -4.812 3.179 -0.887
O -4.204 1.877 -1.058
C -3.967 1.206 0.057
O -4.201 1.581 1.166
C -3.372 -0.165 -0.286
F -2.418 -0.086 -1.235
F -4.303 -1.003 -0.729
F -2.794 -0.738 0.791
H -2.987 4.226 -1.348
H -4.209 5.210 -0.521
H -3.267 4.010 0.375
H -5.306 3.416 -1.826
H -5.579 3.140 -0.118
C -1.946 -2.821 -4.045
C -3.132 -3.077 -3.138
O -4.287 -3.453 -3.900
C -4.365 -4.739 -4.237
O -3.567 -5.584 -3.964
C -5.672 -4.998 -5.001
F -5.907 -4.043 -5.906
F -6.708 -5.022 -4.151
F -5.631 -6.164 -5.634
H -2.199 -2.079 -4.802
H -1.094 -2.460 -3.467
H -1.648 -3.730 -4.567
H -3.401 -2.167 -2.610
H -2.907 -3.836 -2.388
C 9.128 0.963 2.003
C 10.480 0.313 2.210
O 11.524 1.300 2.243
C 11.717 1.901 3.413
O 11.105 1.695 4.418
C 12.890 2.887 3.305
F 12.825 3.603 2.175
F 14.054 2.226 3.305
F 12.896 3.736 4.327
H 9.135 1.585 1.108
H 8.351 0.208 1.901
H 8.874 1.609 2.844
H 10.716 -0.344 1.375
H 10.500 -0.292 3.116
C -9.510 -2.612 0.149
C -9.041 -2.100 1.493
O -8.302 -0.870 1.348
C -9.029 0.238 1.268
O -10.220 0.309 1.302
C -8.103 1.458 1.166
F -7.086 1.249 0.308
F -7.562 1.754 2.355
F -8.752 2.541 0.752
H -8.667 -2.718 -0.535
H -9.997 -3.580 0.260
H -10.216 -1.920 -0.309
H -8.352 -2.809 1.949
H -9.872 -1.963 2.183
*
```

Values from the calculation:
Frontier orbital gap (eV): 8.528
M (g mol⁻¹): 755.96
LUMO (eV): -4.170
E (eV): -91838.51269